# C3H4ClNOS2

An isolated molecule of C3H4ClNOS2 in a non-equilibrium geometry (ωB97M-V/def2-TZVPD, the OMol25 dataset).

Kohn-Sham gap (eV): 9.30
DFT total energy (Ha): -1503.167991
Net charge: 0
Energy relative to the best compared isomer or geometry (same formula, charge and spin) (kJ/mol): 291.4
E_HOMO (eV): -9.38
Max |F| (hartree/bohr): 0.0850
Lowest unoccupied orbital energy (eV): -0.08
2S+1: 1

Element x y z (Å)
C  -0.542  -0.364  -1.229
C  0.467  0.783  0.612
C  0.984  -0.625  0.965
H  -2.135  0.773  0.287
H  0.002  -0.538  -2.164
H  1.319  -0.545  2.180
H  0.350  -1.585  0.682
N  -1.385  -1.176  -0.678
O  0.540  1.628  1.389
S  -2.333  -0.580  0.632
S  -0.269  1.270  -1.037
Cl  2.471  -0.747  -0.175